Record 1
Molecular formula: C33H70BIN6O7P
Method: DFT, ωB97M-V/def2-TZVPD

Atoms and positions in Å:
N: 2.14032 3.41552 1.31579
H: 1.97831 -0.30611 0.38719
C: -1.68613 2.57802 -0.07107
H: -6.05367 5.04319 2.90628
H: 2.46447 2.94251 3.12639
H: -2.15349 -7.23524 7.61303
H: -0.85025 0.46295 -3.96990
C: 0.15509 -4.53163 -2.78766
H: 1.98647 0.27074 2.58695
C: -1.94984 -1.34803 -4.40703
H: -1.59381 3.62659 -0.33131
H: -1.60505 2.20211 -2.75546
C: 1.07538 -5.07808 -4.73122
C: 6.95844 2.79534 -1.46842
C: -2.82512 1.02313 -4.68610
H: 0.76425 -6.19216 8.07351
C: -2.74495 1.91443 -0.93586
C: -2.47265 -3.04679 -2.59269
C: 5.65328 2.14754 -1.96288
C: -2.63175 2.22876 -2.42206
H: -2.98422 -5.77042 8.12927
H: 5.53764 1.48724 0.60926
H: 5.77339 1.08047 -2.06136
N: -0.81539 -4.51503 -3.73473
H: -0.78728 -4.95245 -5.83769
H: -0.64168 -1.89816 -2.83068
C: -1.60520 0.12502 -4.66403
H: 4.56048 0.38237 -0.30011
H: -0.07943 -4.29716 -1.77986
H: 9.16002 0.36995 -1.29140
H: -2.75352 -5.10132 -3.25169
H: 7.57288 0.05265 -1.44460
H: -3.68149 0.38951 -2.80766
H: -1.68004 -3.40651 3.45565
H: 6.94304 2.93576 -0.39959
O: -1.62453 -5.21272 5.90208
H: 2.39632 4.49011 -1.63338
H: 3.83031 -1.84967 1.18094
H: -1.72878 -6.07718 5.49161
H: -0.26362 -3.19376 4.47396
H: -4.58101 4.35009 3.58028
H: 1.42967 4.04091 0.96551
H: 0.96987 -5.45282 6.47821
N: 3.85798 -1.06717 1.81884
H: 0.48136 2.46582 -1.93066
H: 4.68935 3.39531 -0.58884
O: -4.92942 3.34552 1.13138
H: -1.61304 -6.38269 9.06672
C: -2.21969 -4.20798 -3.53926
H: 0.01681 1.95707 1.01805
C: -3.46744 1.30626 -3.33884
H: 7.09542 3.72616 -1.98853
H: -0.33375 0.88832 -0.29015
H: -7.70290 2.38430 2.79485
H: -2.97415 3.24415 -2.56391
H: -1.98213 -0.94845 3.30983
H: -0.96541 -4.42011 7.63564
H: -2.57366 1.96934 -5.14471
O: 8.92910 2.28728 -2.66627
C: -1.70738 -1.79303 -2.96834
H: -0.99240 -0.33788 5.54111
C: 4.58990 1.38441 0.10432
B: 2.30769 3.80332 -3.77273
P: 2.79721 0.00011 1.47880
H: -1.85705 -2.73685 5.07824
C: -1.06587 -5.41659 7.20291
H: -0.24752 0.57293 4.21873
H: 0.63060 3.71530 -0.75060
O: -0.21790 -1.41313 2.43782
H: 0.63275 -1.78852 2.69480
C: 3.11962 2.44361 -1.68000
H: 3.91790 4.25128 -2.42317
C: -1.22264 -2.75134 4.19574
H: 2.26495 -4.95415 -2.85455
H: -2.02640 -1.00328 -2.30539
H: -2.07504 2.55610 0.93600
H: -6.15735 3.87353 4.22972
C: 8.13301 1.94970 -1.84352
H: 5.42522 2.56518 -2.93038
I: 2.91875 0.81891 -3.10576
C: 2.56130 2.41386 0.60400
C: -5.61645 4.13050 3.31913
H: -7.60049 3.55280 1.46997
H: -2.97463 -1.53762 -4.69755
C: 4.50268 2.40805 -0.99336
C: -1.02261 -1.35827 3.62710
H: 0.60375 -0.80083 4.93405
H: 2.83277 3.56830 -5.60468
N: 8.23362 0.74568 -1.12548
C: -0.38203 -0.42529 4.64309
H: -2.68779 0.84144 -0.80221
C: -2.00743 -6.24826 8.05939
H: -3.55730 0.53527 -5.31546
O: 2.61054 3.71239 2.56083
H: -7.15288 1.87180 1.19241
H: -5.20515 2.11357 2.70697
H: -5.32884 4.13371 0.74881
O: 0.96388 3.62709 -4.03520
H: 1.78447 -5.35972 -5.47420
H: -3.71758 2.23883 -0.62208
H: -2.23262 -3.34390 -1.57830
N: 2.08613 2.15527 -0.63406
H: -3.52723 -2.82105 -2.61715
N: 3.51457 1.57999 1.15213
C: 1.33637 -4.87174 -3.37563
C: 0.30678 -6.06248 7.09262
H: -2.59866 -3.92799 -4.50994
H: -1.15653 0.19362 -5.64620
C: 2.93052 3.83447 -2.30880
H: -4.40451 1.81587 -3.50245
H: 0.40539 4.36681 -3.79282
H: 0.22695 -7.04402 6.61837
C: -0.25487 -4.85803 -4.91866
C: -7.12126 2.68065 1.92210
H: -1.29121 -1.93970 -5.02546
C: -5.68490 3.00437 2.29983
C: 0.71189 2.64124 -0.89103
C: -0.30245 1.93141 -0.01974
O: 3.18254 3.92945 -4.78561

Properties
Charge = +1
Orbital gap = 6.20 eV

=====

Record 2
Molecular formula: C11H14N2
Method: DFT, ωB97M-V/def2-TZVPD

Atoms and positions in Å:
C: 2.02772 -1.18954 0.01146
C: -1.06606 3.06777 -2.35870
N: -1.04709 1.78080 -2.86291
H: -3.09200 0.44263 0.40318
N: -1.83534 3.00489 -1.29177
H: 4.05962 -0.53766 2.30908
C: -0.35739 -1.62250 0.28188
H: -1.23272 -2.06413 -0.19063
H: 2.82334 -1.30699 -0.72045
C: -0.23753 -1.56489 1.63919
H: -2.22376 2.01789 0.94614
H: 1.19642 -1.52565 3.29992
C: -2.37632 1.77494 -1.10818
H: 3.74093 -2.11849 2.79988
H: -0.44767 3.85590 -2.67229
C: 0.76402 -1.31114 -0.51529
H: 4.23494 -1.90070 1.26737
C: 2.15291 -1.40358 1.42419
H: 0.63106 -1.03608 -1.57234
H: -3.77013 2.16055 0.45937
C: -2.92761 1.49591 0.25962
H: -1.16181 -1.57834 2.23701
C: -1.81055 0.95010 -2.08582
C: 1.05422 -1.38517 2.23334
H: -2.15104 0.04329 -2.53928
H: -0.49672 1.36902 -3.60323
C: 3.54857 -1.41883 1.94926

Properties
Charge = 0
Orbital gap = 9.20 eV
Energy relative to the best compared isomer or geometry (same formula, charge and spin) = 155.51 kJ/mol
SMILES string = Cc1c[nH]cn1.Cc1ccccc1

=====

Record 3
Molecular formula: C15H35ClIrN2O7S2Si
Method: DFT, ωB97M-V/def2-TZVPD

Atoms and positions in Å:
H: 2.22907 -2.32997 -1.34715
H: 2.93174 3.68061 3.21409
N: -2.12666 2.31845 -3.39586
H: 3.13055 -1.11661 -0.41894
C: 2.88215 2.89907 2.45705
H: 0.83316 -4.11380 3.96503
H: -5.37660 0.95250 -3.57929
C: 1.58748 -3.01388 2.27557
C: 1.38711 -0.33644 -1.42994
H: -4.84270 2.60721 -3.96603
H: 3.64332 -3.14241 2.89865
H: 2.71034 0.67361 4.09047
H: 1.05382 -0.58402 -3.54547
H: 3.36961 -3.58215 1.20727
Ir: -1.75381 -0.22804 -0.25399
O: 1.80740 -1.61517 1.95692
H: 0.04638 -2.54763 3.70918
N: -4.07090 1.83075 -2.16698
H: 0.15076 -1.72326 -2.53110
H: -6.01199 2.33328 -2.67936
C: 1.82143 1.30458 4.08277
C: -2.77977 2.04056 -2.28022
H: -3.25482 1.34233 -4.87660
O: -4.64678 -2.38505 -1.93801
C: 0.49997 -0.69292 -2.61410
H: -2.95497 3.07213 -5.19662
H: 3.80703 2.32321 2.48323
H: 3.22823 -1.14013 -2.18901
C: -5.12704 1.93139 -3.16773
Si: 0.96004 -0.39963 1.37499
H: 1.90577 2.04463 4.87677
O: -2.83798 -0.92748 -2.42622
C: 1.86525 1.10943 -1.50676
H: -0.46091 2.16611 2.78229
H: 1.07537 -3.59959 0.25964
H: -0.37514 -0.03920 -2.64359
H: 2.90891 -4.70768 2.49713
C: 2.56828 -1.29431 -1.33701
O: -2.65176 -2.44407 -0.66006
C: -2.53714 2.15221 -4.78705
S: -1.81555 2.11049 -0.80530
H: 1.01449 1.78955 -1.44637
Cl: -3.58889 -1.64759 -1.40901
C: 2.96623 -3.65644 2.21753
H: 2.52605 1.32322 -0.66778
C: 0.64703 -3.65108 1.26139
H: 0.48958 -4.69844 1.51482
H: 0.38760 3.58459 3.40181
H: 0.32045 3.27252 1.65388
H: 1.68005 -2.61638 4.39560
S: -1.11683 -0.40789 2.01636
H: 2.40162 1.28147 -2.43889
C: 0.40066 2.80745 2.63823
C: 1.68889 1.99513 2.73304
H: -0.32190 -3.14967 1.25937
O: 0.55340 -0.48649 -0.23233
O: -4.06314 -0.58678 -0.50033
H: -1.16930 2.59927 -3.25296
H: 0.94713 0.67851 4.27627
H: 2.78372 3.36822 1.47844
O: 1.70028 0.98995 1.67674
H: -4.37105 1.46407 -1.27548
C: 1.00038 -3.07634 3.67870
H: -1.65512 1.89411 -5.36767

Properties
Charge = +1
Orbital gap (spin up / spin down) = 6.83 / 6.83 eV
Energy relative to the best compared isomer or geometry (same formula, charge and spin) = 142.76 kJ/mol

=====

Record 4
Molecular formula: C8H16N2
Method: DFT, ωB97M-V/def2-TZVPD

Atoms and positions in Å:
H: 2.80089 0.59594 -1.09528
H: 1.20659 -0.59659 2.07746
H: 0.09806 -2.52177 1.03009
C: -0.04888 1.49031 0.10596
C: -0.71725 -2.24757 0.35243
N: -1.26219 1.35303 0.96110
C: 0.89166 0.26774 0.15541
H: -0.92854 1.78092 1.88025
H: 2.14899 -0.89667 -1.18341
H: 2.68237 -0.11923 1.38801
H: 1.24019 0.34661 -1.97483
H: 0.40235 2.45170 0.07007
C: -0.75707 -0.77069 0.12925
C: -0.81494 1.24157 -1.25642
H: -1.64587 1.91138 -1.24944
C: -1.29599 -0.23435 -1.18702
H: 1.63898 1.13272 1.93545
C: 1.78031 0.14860 -1.06496
N: -1.32522 -0.06297 1.23421
H: -2.40721 -0.26889 -1.29897
H: -1.74183 -2.75763 0.69545
H: -0.75915 -0.73706 -1.96550
H: -0.12676 1.43664 -2.03376
C: 1.61810 0.07915 1.46900
H: -0.36363 -2.68404 -0.66418
H: -2.31398 -0.33886 1.48965

Properties
Charge = 0
Orbital gap = 8.52 eV
Energy relative to the best compared isomer or geometry (same formula, charge and spin) = 343.51 kJ/mol